[1]
A single C2H6N2S molecule. Source: the Open Molecules 2025 dataset; level of theory: ωB97M-V/def2-TZVPD.

Results
HOMO-LUMO gap (spin up / spin down): 7.66 / 7.66 eV
relative energy (zero: lowest compared OMol25 entry of this formula, charge and spin): 103.2 kcal per mole
calculated total energy: -587.3396 Eh
spin multiplicity: 1

The geometry in XYZ format:
```
11
C2H6N2S, DFT ωB97M-V/def2-TZVPD
C -1.2402 -0.1062 1.1042
C 0.7959 0.9096 -0.1982
N -0.1788 -0.1477 0.3052
N 0.2513 -1.3326 -0.0636
S 1.4395 0.8290 -1.7309
H -1.6714 -0.9605 1.6013
H -1.6491 0.9684 1.3847
H 0.4115 1.8827 0.0037
H 1.0309 -1.2643 -0.6267
H 0.3920 -2.1176 0.6902
H 0.4183 1.3391 -2.4698
```

Charges per atom according to natural (NBO) partitioning, unit e: -0.22 -0.56 -0.06 -0.61 0.03 0.20 0.20 0.18 0.38 0.38 0.07

[2]
A gas-phase ion, C2H6N3O2 (charge -1). Source: the Open Molecules 2025 dataset; level of theory: ωB97M-V/def2-TZVPD.

Results
HOMO-LUMO gap: 7.43 eV
relative energy (zero: lowest compared OMol25 entry of this formula, charge and spin): 172.5 kcal per mole
calculated total energy: -394.3852 Eh
SMILES: CN(C)N=[N+]([O-])[O-]
spin multiplicity: 1
total charge: -1

The geometry in XYZ format:
```
13
C2H6N3O2, DFT ωB97M-V/def2-TZVPD
C 0.9756 1.2373 -0.5089
N 0.0256 -0.0824 0.3236
C 0.9416 -1.1521 0.5365
N -1.1236 -0.5803 -0.3349
N -2.1923 0.0348 0.0123
O -2.3101 0.9734 0.7925
O -3.2155 -0.4334 -0.5770
H 1.4289 1.7501 0.3931
H 1.7492 0.8411 -1.3261
H 0.3205 1.9073 -1.0842
H 0.5819 -1.8930 1.3489
H 0.9354 -1.8413 -0.4050
H 1.8829 -0.7616 0.8292
```

Charges per atom according to natural (NBO) partitioning, unit e: -0.49 -0.29 -0.41 -0.32 0.57 -0.53 -0.59 0.19 0.17 0.20 0.18 0.15 0.18

[3]
A gas-phase ion, C2H6N3O3 (charge +1). Source: the Open Molecules 2025 dataset; level of theory: ωB97M-V/def2-TZVPD.

Results
HOMO-LUMO gap: 10.23 eV
relative energy (zero: lowest compared OMol25 entry of this formula, charge and spin): 44.1 kcal per mole
calculated total energy: -469.3115 Eh
SMILES: CO/C(=N\[NH3+])[N+](=O)[O-]
spin multiplicity: 1
total charge: +1

The geometry in XYZ format:
```
14
C2H6N3O3, DFT ωB97M-V/def2-TZVPD
C -0.4086 2.2295 -0.0542
O -0.5524 0.7607 -0.0118
C 0.2567 -0.2167 -0.0972
N 0.0764 -1.4255 -0.0239
N -1.0773 -2.2068 0.3325
N 2.0154 0.0000 -0.4202
O 2.4666 -0.8913 -1.0254
O 2.4442 0.9195 0.1926
H -1.2790 2.6215 -0.5484
H 0.4116 2.6413 -0.6236
H -0.3312 2.7150 0.9626
H -1.9184 -1.6343 0.6439
H -1.2580 -2.7995 -0.5471
H -0.8461 -2.7136 1.2202
```

Charges per atom according to natural (NBO) partitioning, unit e: -0.26 -0.49 0.64 -0.40 -0.55 0.56 -0.25 -0.30 0.22 0.22 0.23 0.43 0.48 0.46

[4]
A gas-phase ion, C2H6N3S (charge +1). Source: the Open Molecules 2025 dataset; level of theory: ωB97M-V/def2-TZVPD.

Results
HOMO-LUMO gap: 9.48 eV
relative energy (zero: lowest compared OMol25 entry of this formula, charge and spin): 10.3 kcal per mole
calculated total energy: -641.9994 Eh
SMILES: [NH2+]=C1NCSN1
spin multiplicity: 1
total charge: +1

The geometry in XYZ format:
```
12
C2H6N3S, DFT ωB97M-V/def2-TZVPD
N -1.7480 -0.9164 0.1069
C -0.4759 -0.4711 0.0262
N -0.0986 0.8587 0.1736
C 1.2095 1.1598 -0.2943
S 2.1043 -0.3248 -0.0020
N 0.5690 -1.1934 -0.3210
H -2.3845 -0.2202 0.4656
H -2.0694 -1.8166 0.4405
H -0.6455 1.6859 0.6010
H 1.3709 1.4779 -1.3911
H 1.5426 2.0041 0.3908
H 0.6255 -2.2439 -0.1962
```

Charges per atom according to natural (NBO) partitioning, unit e: -0.75 0.66 -0.60 -0.41 0.50 -0.69 0.42 0.44 0.46 0.24 0.26 0.46

[5]
A gas-phase ion, C2H6N3S (charge +1). Source: the Open Molecules 2025 dataset; level of theory: ωB97M-V/def2-TZVPD.

Results
HOMO-LUMO gap (spin up / spin down): 7.51 / 7.29 eV
relative energy (zero: lowest compared OMol25 entry of this formula, charge and spin): 31.0 kcal per mole
calculated total energy: -641.8139 Eh
<S²>: 2.02
spin multiplicity: 3
total charge: +1

The geometry in XYZ format:
```
12
C2H6N3S, DFT ωB97M-V/def2-TZVPD
C -1.3192 -0.2612 0.1471
C 0.1996 0.2850 0.2754
N -3.1238 1.3190 0.1998
N -2.3183 0.5273 -0.2028
N 1.1447 -0.7202 -0.0865
S -1.5107 -1.9016 -0.0516
H 0.1172 1.1636 -0.4008
H 0.0815 0.6257 1.3409
H -3.5908 2.0301 -0.4202
H 1.2091 -1.0453 -1.0616
H -0.1304 -1.9473 0.0937
H 1.6599 -1.3884 0.4934
```

Charges per atom according to natural (NBO) partitioning, unit e: 0.08 -0.26 -0.19 -0.14 -0.84 0.38 0.25 0.27 0.43 0.41 0.18 0.43

[6]
A single C2H6N4 molecule. Source: the Open Molecules 2025 dataset; level of theory: ωB97M-V/def2-TZVPD.

Results
HOMO-LUMO gap: 10.17 eV
relative energy (zero: lowest compared OMol25 entry of this formula, charge and spin): 48.4 kcal per mole
calculated total energy: -298.7718 Eh
SMILES: [H]/N=C(/N)NN=C
spin multiplicity: 1

The geometry in XYZ format:
```
12
C2H6N4, DFT ωB97M-V/def2-TZVPD
H -0.2790 -0.5402 1.6788
N 0.0811 0.4203 1.6066
C 0.2797 0.7994 0.4227
N 0.7855 2.0158 0.2152
N -0.0478 0.0763 -0.7715
N 0.3814 -1.3101 -0.6562
C -0.6514 -2.0998 -0.5148
H 0.3257 2.4168 -0.6123
H 0.6895 2.5863 1.0472
H 0.5259 0.4580 -1.5046
H -1.6428 -1.6488 -0.6673
H -0.4477 -3.1741 -0.2438
```

Charges per atom according to natural (NBO) partitioning, unit e: 0.34 -0.74 0.55 -0.81 -0.53 -0.25 -0.09 0.37 0.40 0.36 0.19 0.20

[7]
A single C2H6N4 molecule. Source: the Open Molecules 2025 dataset; level of theory: ωB97M-V/def2-TZVPD.

Results
HOMO-LUMO gap: 9.84 eV
relative energy (zero: lowest compared OMol25 entry of this formula, charge and spin): 164.5 kcal per mole
calculated total energy: -298.5868 Eh
spin multiplicity: 1

The geometry in XYZ format:
```
12
C2H6N4, DFT ωB97M-V/def2-TZVPD
C 0.4556 0.7208 -0.3723
C 0.7640 -0.5411 0.4001
N -1.6594 0.7110 0.7074
N -1.0301 0.9194 -0.5544
N -1.7571 -0.2915 -0.2667
N -1.1075 -1.3992 -0.0392
H 0.6523 1.5810 0.3575
H 0.8673 0.9774 -1.3976
H 1.4567 -1.3742 0.1960
H 0.4551 -0.2847 1.4077
H -2.4667 1.1735 0.9033
H -0.9492 -1.9239 -1.0067
```

Charges per atom according to natural (NBO) partitioning, unit e: -0.34 -0.31 -0.37 -0.14 -0.01 -0.45 0.24 0.22 0.23 0.22 0.35 0.35

[8]
A single C2H6N4 molecule. Source: the Open Molecules 2025 dataset; level of theory: ωB97M-V/def2-TZVPD.

Results
HOMO-LUMO gap (spin up / spin down): 8.08 / 7.63 eV
relative energy (zero: lowest compared OMol25 entry of this formula, charge and spin): 126.6 kcal per mole
calculated total energy: -298.6472 Eh
spin multiplicity: 1

The geometry in XYZ format:
```
12
C2H6N4, DFT ωB97M-V/def2-TZVPD
C 0.6807 0.4732 -0.0270
C -1.7240 0.3392 -0.0885
N -0.3803 -1.6615 0.1305
N 2.9613 0.3219 -0.2009
N 1.8558 -0.0153 0.3203
N -0.4536 -0.2524 0.1248
H 0.6165 1.5437 -0.2760
H -1.7495 0.4110 -1.2153
H -1.6782 1.2974 0.2767
H -2.7126 -0.1255 0.1984
H -1.1368 -2.0687 0.5292
H 3.7209 -0.2630 0.2279
```

Charges per atom according to natural (NBO) partitioning, unit e: 0.12 -0.43 -0.48 -0.36 -0.19 -0.12 0.18 0.22 0.21 0.24 0.31 0.32